[1]
C39H37F5N12SSeSr | ωB97M-V/def2-TZVPD

Structure (XYZ):
```
96
Properties=species:S:1:pos:R:3:lowdin_charge:R:1
Sr 0.383 -0.318 0.203 1.197
C 0.836 -4.221 3.244 0.004
C 0.756 -2.905 2.532 -0.234
N 0.092 -2.662 1.462 0.016
N -0.692 -3.652 0.931 -0.005
C -1.357 -3.488 -0.250 -0.819
N -2.152 -4.511 -0.565 0.121
S -1.202 -2.173 -1.303 0.597
C 1.526 -1.752 3.121 -0.225
C 2.303 -1.926 4.253 0.011
C 2.999 -0.841 4.773 -0.008
C 2.891 0.389 4.155 -0.014
C 2.083 0.480 3.034 -0.143
N 1.418 -0.555 2.524 -0.014
H 0.374 -5.045 2.710 0.074
H 0.372 -4.156 4.230 0.114
H 1.881 -4.496 3.387 0.100
H -0.826 -4.504 1.453 0.134
H -2.336 -5.284 0.054 0.124
H -2.693 -4.445 -1.412 0.113
H 2.378 -2.888 4.737 0.116
H 3.611 -0.964 5.656 0.127
H 3.410 1.260 4.529 0.124
H 1.975 1.429 2.516 0.120
C 6.086 -1.628 1.697 -0.057
C 6.166 -0.259 1.456 -0.052
C 5.125 0.403 0.826 -0.020
C 4.001 -0.319 0.451 -0.269
C 3.904 -1.679 0.696 -0.062
C 4.958 -2.339 1.313 -0.061
N 2.854 0.294 -0.195 -0.032
N 3.109 1.390 -0.706 0.103
C 2.030 2.117 -1.335 -0.341
C 2.428 3.219 -2.056 0.015
C 1.447 3.992 -2.670 -0.014
C 0.127 3.620 -2.532 -0.015
C -0.172 2.483 -1.791 -0.137
N 0.756 1.738 -1.195 -0.043
H 6.909 -2.139 2.181 0.115
H 7.047 0.293 1.754 0.116
H 5.174 1.466 0.636 0.113
H 3.028 -2.235 0.377 0.093
H 4.902 -3.407 1.484 0.112
H 3.480 3.451 -2.134 0.125
H 1.719 4.869 -3.241 0.126
H -0.672 4.188 -2.987 0.125
H -1.199 2.155 -1.688 0.113
N 3.426 -1.981 -4.710 0.098
C 3.292 -3.279 -3.981 -0.163
C 2.874 -3.027 -2.538 -0.297
N 2.742 -4.240 -1.742 0.015
H 3.450 -2.116 -5.719 0.150
H 4.262 -1.471 -4.433 0.155
H 2.553 -1.334 -4.502 -0.060
H 4.241 -3.814 -4.030 0.130
H 2.540 -3.860 -4.508 0.120
H 1.921 -2.495 -2.535 0.058
H 3.610 -2.371 -2.060 0.103
H 3.586 -4.801 -1.768 0.076
H 1.990 -4.819 -2.097 0.075
N -4.428 4.435 3.834 0.170
C -5.627 5.118 3.935 -0.185
C -6.098 6.057 4.854 -0.015
C -7.376 6.523 4.645 -0.073
C -8.164 6.077 3.563 -0.073
C -7.689 5.154 2.662 -0.005
C -6.392 4.668 2.859 -0.216
N -5.676 3.738 2.119 0.188
C -4.531 3.634 2.729 -0.292
C -3.476 2.722 2.268 -0.107
C -2.288 2.501 2.955 0.012
C -1.365 1.616 2.431 -0.135
N -1.543 0.954 1.281 -0.083
C -2.705 1.160 0.636 -0.135
C -3.681 2.019 1.082 0.020
H -3.638 4.540 4.444 0.153
H -5.498 6.404 5.684 0.112
H -7.791 7.250 5.330 0.109
H -9.163 6.475 3.445 0.107
H -8.285 4.808 1.830 0.116
H -2.069 2.991 3.895 0.115
H -0.443 1.421 2.965 0.088
H -2.854 0.596 -0.280 0.106
H -4.603 2.158 0.534 0.124
F -3.305 -2.595 -7.579 0.144
C -2.373 -2.065 -6.797 -0.138
C -1.104 -2.609 -6.759 -0.147
F -0.811 -3.674 -7.502 0.131
C -0.148 -2.040 -5.939 -0.233
F 1.071 -2.636 -5.945 0.044
C -0.383 -0.931 -5.146 -0.515
Se 0.945 -0.103 -4.056 0.685
C -1.674 -0.423 -5.201 -0.264
F -2.018 0.633 -4.448 0.060
C -2.659 -0.968 -6.005 -0.142
F -3.885 -0.451 -6.017 0.135
```

Properties
calculated total energy = -5494.7373 a.u.
strongest force on any atom = 0.78 eV/Å
charge = +2
multiplicity = 1
HOMO-LUMO gap = 5.5 eV

[2]
C39H37F9OP2Ru | ωB97M-V/def2-TZVPD

Structure (XYZ):
```
89
Properties=species:S:1:pos:R:3:lowdin_charge:R:1
Ru -0.283 0.390 -4.221 1.291
C -1.942 1.182 -5.175 -0.200
C -1.955 -0.256 -5.143 -0.288
C -1.419 -1.085 -6.287 -0.150
C -0.002 -0.602 -6.813 -0.133
C 0.839 0.035 -5.747 -0.309
C 0.901 1.474 -5.527 -0.214
C 0.047 2.485 -6.194 -0.168
C -1.424 2.033 -6.309 -0.149
C 1.793 0.205 -0.409 -0.162
H -2.730 1.656 -4.580 0.114
H -2.679 -0.772 -4.493 0.103
H -2.155 -1.121 -7.109 0.139
H -1.328 -2.140 -5.973 0.109
H 0.557 -1.495 -7.135 0.130
H -0.121 0.031 -7.707 0.127
H 1.764 -0.475 -5.471 0.110
H 1.892 1.821 -5.263 0.088
H 0.479 2.770 -7.160 0.143
H 0.178 3.436 -5.650 0.128
H -2.009 2.956 -6.331 0.131
H -1.572 1.529 -7.271 0.123
H 0.937 0.892 -0.330 0.032
H 2.665 0.711 0.030 0.103
H 1.620 -0.730 0.143 0.064
P -1.283 -0.825 -2.106 1.163
P 2.323 -0.083 -2.097 0.993
C 0.053 -1.369 -3.374 -0.449
C 1.439 -1.159 -3.132 -0.246
C -2.183 -2.328 -1.749 -0.370
C -2.600 -3.360 -2.613 -0.079
C -3.424 -4.368 -2.100 -0.051
C -3.772 -4.378 -0.741 -0.031
C -3.283 -3.410 0.144 -0.026
C -2.476 -2.411 -0.367 -0.083
C -2.635 0.419 -1.979 -0.363
C -2.168 1.733 -1.835 -0.126
C -3.077 2.777 -1.882 -0.040
C -4.416 2.461 -2.117 -0.034
C -4.881 1.171 -2.350 -0.029
C -3.980 0.121 -2.246 -0.055
C 3.783 -1.107 -1.767 -0.319
C 3.520 -2.356 -1.168 -0.082
C 4.569 -3.236 -0.916 -0.039
C 5.872 -2.859 -1.276 -0.037
C 6.135 -1.608 -1.853 -0.039
C 5.086 -0.707 -2.079 -0.061
C 2.713 1.596 -2.713 -0.310
C 2.125 2.739 -2.130 -0.070
C 2.486 4.011 -2.552 -0.042
C 3.488 4.184 -3.504 -0.030
C 4.125 3.066 -4.036 -0.045
C 3.728 1.780 -3.665 -0.123
H -0.203 -2.346 -3.774 0.094
H 2.088 -1.790 -3.742 0.112
H -2.305 -3.337 -3.664 0.096
H -3.802 -5.152 -2.766 0.121
H -4.413 -5.162 -0.350 0.121
H -3.529 -3.457 1.206 0.126
H -2.083 -1.609 0.249 0.058
H -1.085 1.818 -1.653 0.086
H -2.778 3.811 -1.738 0.124
H -5.130 3.270 -2.139 0.121
H -5.936 0.972 -2.561 0.131
H -4.293 -0.911 -2.390 0.120
H 2.488 -2.629 -0.929 0.115
H 4.368 -4.202 -0.443 0.125
H 6.693 -3.548 -1.083 0.121
H 7.157 -1.318 -2.117 0.123
H 5.276 0.287 -2.489 0.094
H 1.398 2.634 -1.328 0.099
H 2.017 4.875 -2.095 0.123
H 3.793 5.187 -3.797 0.127
H 4.942 3.193 -4.744 0.126
H 4.187 0.915 -4.150 0.116
F -1.536 -2.183 2.600 0.135
C -0.596 -1.189 2.657 -0.462
F -0.272 -0.977 3.962 0.156
F 0.511 -1.658 2.029 0.127
C -1.097 0.170 1.937 -0.344
O -1.038 0.170 0.639 -0.111
C -2.623 0.399 2.459 -0.466
F -2.761 0.107 3.784 0.144
F -3.051 1.679 2.277 0.145
F -3.475 -0.411 1.768 0.124
C -0.276 1.360 2.625 -0.487
F -0.660 1.657 3.902 0.152
F 1.039 1.020 2.662 0.132
F -0.350 2.492 1.885 0.138
```

Properties
calculated total energy = -3259.1204 a.u.
strongest force on any atom = 3.79 eV/Å
charge = +2
multiplicity = 5
HOMO-LUMO gap (spin up / spin down) = 6.3 / 4.2 eV

[3]
C39H37FMoN3O3Te4 | ωB97M-V/def2-TZVPD

Structure (XYZ):
```
88
Properties=species:S:1:pos:R:3:lowdin_charge:R:1
Mo -0.867 -0.405 -0.703 1.453
C -0.613 -3.455 2.294 -0.073
C -0.105 -2.163 2.857 -0.205
C 0.782 -2.178 3.925 -0.067
C 1.203 -1.003 4.519 -0.095
C 0.697 0.201 4.072 -0.053
C -0.189 0.253 3.007 -0.199
C -0.813 1.563 2.640 -0.018
C -0.552 -0.931 2.356 -0.197
N -1.423 -0.908 1.243 -0.030
C -2.677 -1.323 1.508 -0.491
O -3.153 -1.576 2.617 0.047
C -3.451 -1.415 0.259 -0.190
C -4.799 -1.723 0.221 0.012
C -5.478 -1.679 -0.994 -0.041
C -4.764 -1.279 -2.118 0.019
C -3.419 -0.977 -2.005 -0.190
N -2.716 -1.088 -0.842 -0.087
C -2.587 -0.607 -3.160 -0.504
O -3.044 -0.464 -4.296 0.072
N -1.272 -0.524 -2.821 -0.094
C -0.418 -0.809 -3.911 -0.301
C -0.552 -2.034 -4.592 -0.293
C -1.608 -3.048 -4.266 -0.110
C 0.329 -2.346 -5.619 -0.056
C 1.330 -1.473 -5.996 -0.083
C 1.441 -0.258 -5.347 -0.061
C 0.570 0.093 -4.326 -0.232
C 0.662 1.446 -3.691 -0.060
H 0.070 -4.274 2.514 0.062
H -0.749 -3.398 1.209 0.000
H -1.585 -3.681 2.738 0.085
H 1.149 -3.129 4.280 0.113
H 1.913 -1.019 5.333 0.105
H 0.981 1.122 4.566 0.113
H -0.185 2.390 2.968 0.081
H -1.784 1.647 3.131 0.095
H -0.982 1.638 1.567 0.037
H -5.286 -1.965 1.156 0.121
H -6.534 -1.905 -1.053 0.102
H -5.218 -1.184 -3.094 0.122
H -2.102 -2.850 -3.316 0.032
H -1.173 -4.048 -4.230 0.074
H -2.383 -3.027 -5.034 0.092
H 0.212 -3.291 -6.129 0.110
H 2.008 -1.721 -6.801 0.096
H 2.209 0.447 -5.641 0.105
H 1.313 2.098 -4.273 0.082
H 1.071 1.366 -2.676 0.011
H -0.331 1.891 -3.625 0.079
Te 3.230 -0.284 -1.467 0.725
Te 4.437 -2.675 -1.003 0.080
Te 2.221 -4.085 -0.152 0.074
Te 0.289 -2.748 -1.570 0.442
C 4.751 2.932 4.424 -0.055
C 4.033 2.163 3.357 -0.278
C 4.049 0.781 3.355 -0.023
C 3.393 0.030 2.392 -0.212
C 3.553 -1.455 2.492 -0.083
C 2.656 0.678 1.385 -0.194
C 1.961 -0.130 0.335 -0.692
O 0.733 0.252 -0.122 -0.494
C 2.633 2.077 1.382 -0.214
C 1.892 2.842 0.333 -0.037
C 3.319 2.795 2.354 -0.012
H 5.557 2.330 4.838 0.071
H 4.067 3.184 5.236 0.079
H 5.158 3.859 4.028 0.073
H 4.602 0.272 4.132 0.114
H 3.910 -1.725 3.484 0.081
H 4.291 -1.811 1.770 0.006
H 2.617 -1.984 2.323 0.026
H 1.895 -1.170 0.681 0.007
H 0.835 2.576 0.329 0.047
H 2.297 2.627 -0.661 0.069
H 1.970 3.914 0.512 0.083
H 3.299 3.876 2.319 0.111
F -3.715 5.311 -0.494 0.029
C -3.118 4.087 -0.581 -0.280
C -3.799 2.960 -0.167 -0.017
C -3.153 1.736 -0.210 -0.107
C -1.843 1.556 -0.680 -0.233
C -1.235 2.737 -1.127 -0.137
C -1.833 3.988 -1.068 -0.017
H -4.814 3.040 0.194 0.112
H -3.720 0.889 0.158 0.088
H -0.235 2.706 -1.538 0.064
H -1.307 4.874 -1.392 0.113
```

Properties
calculated total energy = -3138.6579 a.u.
strongest force on any atom = 3.53 eV/Å
charge = -1
multiplicity = 1
HOMO-LUMO gap (spin up / spin down) = 5.3 / 5.3 eV